Computed, not measured: a structure of composition C4H4Cl2 at a distorted geometry, with wB97M-V/def2-TZVPD.

```
! RIJCOSX wB97M-V def2-TZVPD def2/J DEFGRID3
* xyz 0 1
C 1.389 -0.079 -0.619
C 0.487 -1.809 -0.438
C 0.012 -0.056 -0.742
C -0.879 0.732 0.290
Cl 2.298 0.824 0.392
Cl 0.527 -2.130 1.200
H -0.616 -0.241 -1.583
H -0.253 1.058 1.063
H -1.750 0.110 0.696
H -1.215 1.592 -0.259
*
```

For the energy above the lowest of the compared OMol25 structures with the same formula, charge and spin, the calculation gives 129.88 kcal per mole. The lowest unoccupied orbital energy comes out at -1.22 eV. The value obtained for the HOMO-LUMO gap is 0.2744 hartree.